C42H45AsGeN2O3S4SbSeW | wB97M-V/def2-TZVPD

Structure (ORCA input):
```
! wB97M-V def2-TZVPD RIJCOSX def2/J DEFGRID3
* xyz -1 3
C 1.8314 2.0908 -2.4802
H 4.2321 2.2443 -5.5458
C 2.7035 4.7154 1.5342
C -0.4195 -1.4462 -2.0562
H -0.2020 6.4430 1.6919
H 5.7852 0.0426 3.7058
H -3.7712 4.1457 -3.6870
C 3.2305 -0.6486 4.0547
C 3.9127 2.8116 -3.4987
H -5.1211 -5.0389 5.0111
H -0.0728 -2.3625 -5.2950
H -2.0814 -6.6886 3.5772
As -2.1557 1.9540 2.3886
C -2.7377 4.2760 -3.3878
H 0.9321 4.7129 -2.2968
H -1.7873 -1.6640 -3.6876
H 6.8101 0.9051 1.6358
C -3.4288 -0.4327 -2.2063
C 5.0015 0.6835 0.4732
C 0.2122 -2.1268 -4.2781
C 0.2918 -4.7185 1.8549
C -2.6805 -1.4299 -1.3797
C 0.9938 3.6426 0.2080
H -2.9823 -3.1710 -2.6199
C -2.1301 3.3173 -2.5790
H 3.1268 0.3140 -0.4504
H -4.5580 -4.5659 0.8578
C 3.5634 2.1994 -4.6945
H -0.9197 4.6394 0.2126
C 5.2096 0.1003 2.7887
C 5.7773 0.5804 1.6438
Sb 0.2470 1.9616 -0.9493
C 3.0517 2.7627 -2.4045
C -0.7050 5.5451 -3.3922
H -2.7421 0.2956 -2.6428
H -2.3764 -6.4814 1.8420
H 0.7946 -5.0202 0.9368
H 2.3076 -2.4499 -4.5996
C -1.8441 -3.3796 3.1555
C 1.4986 1.4806 -3.6938
H -1.0820 -3.6953 3.8651
H 5.4280 1.1222 -0.4209
C 1.8821 -1.8660 -2.5884
H 3.8279 -0.6664 4.9587
C 1.5421 -2.1788 -3.8847
H -3.9684 -0.9362 -3.0159
H -5.7548 -4.3450 2.1473
C -4.7615 -4.0573 1.8006
C -0.7616 -1.7479 -3.3673
H -4.0622 -3.0095 -1.2321
S -2.6561 1.3915 0.3362
H -2.1683 -2.3741 3.4105
S -2.9590 3.7864 3.0130
H 1.3984 -1.0820 5.0629
H 0.5426 0.9676 -3.7829
C -0.0988 4.5809 -2.6006
C 3.7063 0.2461 0.4576
C 3.0951 -0.2735 1.6293
H -0.1827 -5.5830 2.3133
H 3.3345 3.2737 -1.4938
H 1.0251 -4.2980 2.5439
C 1.1222 -0.8772 2.9461
C 3.8507 -0.2913 2.8278
H -4.5048 -3.3884 5.1611
S 0.0192 1.7192 2.4328
C -4.2247 -4.4199 4.9418
H 2.1381 6.5378 2.5149
H -3.5208 -4.7515 5.7068
H -2.4983 6.1432 -4.4184
Se -1.0211 -3.3026 1.3855
C 1.8183 5.7301 1.8674
H -4.7461 -2.9805 1.6239
O -1.3300 -1.0985 -1.1168
H -2.3884 -3.5242 -0.9908
H -4.1686 0.1189 -1.6203
Ge -3.4233 -4.5349 3.1460
C -2.0268 5.3921 -3.7959
H 2.9567 2.8282 0.5648
H 3.7179 4.7223 1.9173
N 0.8305 -0.8054 0.6020
C 0.9208 -1.4953 -1.6330
C 1.8986 -0.8938 4.1224
H -2.7211 2.4813 -2.2272
C -0.8051 3.4508 -2.1814
H 4.8556 3.3405 -3.4137
C 2.2839 3.6613 0.7305
N 1.4617 -1.2452 -0.3874
C -3.0321 -2.8636 -1.5674
H 2.9127 -1.8856 -2.2566
C -2.8210 -6.3865 2.8337
O -2.5163 -1.3358 1.1266
W -1.1264 -0.3579 1.4410
H -0.1405 6.4213 -3.6899
C 1.7109 -0.6499 1.6978
H 2.0570 1.0636 -5.7237
S -2.7737 0.2034 3.4863
O -0.1901 -1.0329 2.9919
C 0.1077 4.6593 0.5539
C 0.5146 5.6882 1.3922
H -3.6695 -7.0705 2.9001
C 2.3468 1.5353 -4.7912
*
```

## Properties
**Calculated total energy**: -287812.17859 eV
**Orbital gap (spin up / spin down)**: 5.6528 / 5.5728 eV
**Expectation value of S²**: 2.04
**Highest occupied orbital energy (spin up / spin down)**: -4.7 / -4.8 eV
**ΔE to the lowest compared entry with this formula, charge and spin**: 2.701 eV